A 2-piece molecular cluster, C9H16N2O2S overall. Source: the OMol25 dataset; level of theory: ωB97M-V with the def2-TZVPD basis set.

Values from the calculation:
Energy relative to the best compared isomer or geometry (same formula, charge and spin) = 522.5 kJ/mol
Electronic energy = -1010.45649 Ha
Strongest force on any atom = 3.84 eV/A
Charge = 0
Frontier orbital gap (alpha / beta) = 7.16 / 7.73 eV

Last column: Löwdin charge in e.
Geometry (Å):
S -0.44997 -1.72877 2.40398  0.89
O -0.01101 -0.68791 -1.86227  -0.03
O -1.90377 0.39271 -2.43242  0.07
N -0.82577 -1.11014 -3.87824  0.00
N 0.08078 -0.11328 -0.61770  0.00
C 1.15379 -2.21676 1.65576  -0.37
C -0.82708 1.01246 3.19030  -0.11
C -0.86800 0.33529 0.02340  0.02
C 0.58365 1.11079 2.77167  -0.33
C -1.94342 -1.23407 -4.87403  -0.05
C -1.05662 -0.42907 -2.71821  -0.56
C 2.11053 1.70843 0.93073  -0.08
C -0.21730 -0.03326 2.38350  -0.58
C 0.89088 2.16100 1.76899  -0.21
H -1.02941 0.69444 4.22993  0.13
H 0.08798 2.12789 1.04600  0.07
H 2.15021 0.62041 0.79480  0.05
H 1.74486 -1.30987 1.52912  0.01
H 0.88875 3.13251 2.27714  0.12
H -2.44948 -0.25334 -4.66366  0.10
H 0.96382 -2.68636 0.61239  0.06
H -0.11931 -1.88092 -3.82931  0.16
H -1.93946 0.29204 0.13398  0.09
H 2.99255 2.00180 1.43653  0.05
H 1.41488 0.83908 3.43424  0.16
H 2.08319 2.15656 -0.02532  0.06
H -1.45400 -1.30249 -5.85951  0.07
H -1.38229 1.70320 2.66452  0.09
H -2.35376 -2.30941 -4.81480  0.10
H 1.68478 -2.99298 2.28847  0.05